{"formula": "C3H4N2OS", "method": "ωB97M-V/def2-TZVPD", "elements": ["C", "C", "C", "N", "N", "O", "S", "H", "H", "H", "H"], "xyz": [[2.609134, -0.275854, 0.471587], [0.327718, -0.654100, -0.433839], [-2.102511, 0.175719, -0.401706], [1.485545, -0.811521, -0.426306], [-0.822294, -0.715197, -0.165569], [-1.647218, 1.348809, 0.157954], [4.098221, -0.245414, -0.022448], [2.347267, -0.197886, 1.485479], [-0.814497, 1.166395, 0.429998], [-2.577643, 0.207164, -1.399396], [-2.903721, 0.001890, 0.304243]], "atomic_forces_ev_per_a": [[-2.5, -2.2, -2.9], [-2.2, 0.4, 1.0], [1.8, -1.1, 1.5], [7.6, 0.8, 0.8], [-6.2, 0.0, -0.8], [-3.5, 3.3, -1.9], [1.0, 0.4, -0.4], [-0.8, 0.4, 1.2], [3.8, -0.2, 1.4], [1.2, 0.1, 0.0], [-0.2, -1.9, -0.1]], "lowdin_charge": [-0.68, -0.34, -0.17, 0.07, 0.16, -0.03, 0.72, 0.03, 0.01, 0.12, 0.11], "e_lumo_ev": -0.6046, "smiles": "OCN=C=NC=S"}

***

{"formula": "C23H42HgN4OV", "method": "ωB97M-V/def2-TZVPD", "elements": ["N", "C", "O", "Hg", "V", "N", "N", "C", "C", "C", "C", "C", "C", "C", "C", "H", "H", "H", "H", "H", "H", "H", "H", "H", "H", "H", "H", "H", "H", "H", "H", "H", "H", "C", "H", "H", "H", "C", "H", "H", "H", "C", "C", "C", "C", "C", "C", "C", "C", "N", "C", "C", "C", "C", "H", "H", "H", "H", "H", "H", "H", "H", "H", "H", "H", "H", "H", "H", "H", "H", "H", "H"], "xyz": [[-1.572101, -0.813221, -0.602922], [-3.744501, -3.240221, -0.087422], [-4.734401, -2.915521, 0.361678], [-2.448801, 1.282879, -0.341322], [0.062899, -0.223521, -0.639822], [-0.254001, 1.794279, -1.351222], [1.163499, -1.412021, -1.887022], [-0.613401, 2.112079, -2.768922], [0.806099, -2.584921, -2.737022], [-0.865201, 3.623779, -2.964922], [0.510199, 1.648679, -3.729122], [-1.906901, 1.361979, -3.148222], [0.383899, -3.750521, -1.812322], [1.992399, -3.029121, -3.623222], [-0.363501, -2.209721, -3.662022], [-1.346901, 4.059379, -2.068522], [-1.533801, 3.789279, -3.827922], [0.067599, 4.180479, -3.155322], [1.467499, 2.135679, -3.473022], [0.274899, 1.899879, -4.779422], [0.644199, 0.556179, -3.642122], [-1.812601, 0.278379, -2.955122], [-2.147601, 1.515279, -4.213622], [-2.780601, 1.754779, -2.582222], [1.169899, -3.963421, -1.065022], [0.201299, -4.677221, -2.387122], [-0.540901, -3.480621, -1.274022], [2.816399, -3.471821, -3.037622], [2.391699, -2.175321, -4.199522], [1.648699, -3.793321, -4.341722], [-0.663701, -3.083921, -4.267322], [-0.060201, -1.397621, -4.346922], [-1.224601, -1.850621, -3.076022], [0.786399, 2.678779, -0.804922], [0.726899, 2.661779, 0.297278], [1.822899, 2.387779, -1.090822], [0.655599, 3.738179, -1.110722], [2.597299, -1.200021, -1.697022], [2.759199, -0.398121, -0.948022], [3.135799, -2.100821, -1.329822], [3.107199, -0.852421, -2.618022], [0.017199, 1.587779, 6.225578], [-0.253101, 1.681079, 4.748378], [-0.865901, 2.817079, 4.231478], [-1.138501, 2.897479, 2.867178], [-1.801501, 4.127579, 2.323378], [-0.791401, 1.829479, 2.023878], [-0.154101, 0.672279, 2.480878], [0.098899, 0.633179, 3.886378], [0.174299, -0.426121, 1.560478], [0.566799, -1.738721, 2.131078], [2.002699, -1.709221, 2.741078], [-0.516601, -2.318121, 3.101078], [0.635699, -2.727921, 1.024078], [0.686699, 2.415079, 6.539378], [-0.939901, 1.660679, 6.784278], [0.501099, 0.625279, 6.499578], [-1.137101, 3.633179, 4.891778], [-2.788301, 4.266679, 2.812778], [-1.164001, 5.012479, 2.533778], [-1.955101, 4.058179, 1.225978], [-1.028701, 1.912679, 1.010378], [0.559299, -0.189721, 4.376378], [2.190499, -1.034021, 3.583678], [2.287399, -2.724421, 3.095178], [2.735199, -1.402621, 1.962978], [-1.497401, -2.388221, 2.580878], [-0.231801, -3.342021, 3.429378], [-0.715201, -1.763521, 4.027078], [-0.374901, -2.779121, 0.596678], [1.394999, -2.377921, 0.316078], [0.923999, -3.743921, 1.377378]], "atomic_forces_ev_per_a": [[4.1, 2.2, -0.5], [-1.1, 0.3, 0.5], [1.2, -0.3, -0.5], [0.6, -0.6, -0.8], [-2.7, -3.6, -1.1], [-0.1, -0.9, -0.1], [-1.6, 2.2, 1.7], [-0.7, 0.1, -0.6], [-0.3, -0.6, -0.2], [0.0, 0.2, 0.1], [0.3, -0.3, 0.1], [0.6, -0.4, -0.1], [0.0, -0.1, 0.1], [0.2, 0.1, 0.0], [0.0, 0.3, 0.0], [0.1, -0.1, -0.4], [0.4, -0.1, 0.4], [-0.4, -0.2, 0.1], [-0.4, -0.1, -0.1], [0.0, -0.1, 0.6], [0.0, 0.5, -0.1], [-0.1, 0.4, -0.2], [0.0, -0.1, 0.5], [0.0, 0.2, -0.1], [-0.3, 0.0, -0.5], [0.1, 0.5, 0.1], [0.3, -0.2, -0.3], [-0.4, 0.2, -0.3], [-0.2, -0.4, 0.1], [0.1, 0.4, 0.4], [0.1, 0.4, 0.3], [-0.1, -0.4, 0.2], [0.2, -0.3, -0.2], [0.2, 0.4, 0.5], [0.2, 0.0, -0.4], [-0.6, 0.0, 0.0], [0.0, -0.7, 0.2], [0.3, 0.5, 0.4], [0.0, -0.2, -0.1], [-0.4, 0.4, -0.2], [-0.4, -0.2, 0.4], [0.1, -0.3, 0.4], [0.2, -0.4, -0.2], [0.1, -0.3, -0.3], [0.0, -0.5, -0.6], [-0.2, 0.3, -0.1], [0.0, 0.6, 1.9], [0.7, -2.4, -0.3], [-0.3, 0.6, -0.1], [-0.3, 2.6, 1.4], [0.3, -0.4, 1.9], [0.6, 0.2, 0.1], [-0.5, 0.0, 0.4], [-0.2, -0.5, -0.5], [-0.4, -0.5, -0.1], [0.6, 0.0, -0.2], [-0.3, 0.7, -0.2], [0.0, 0.0, -0.1], [0.6, 0.1, -0.3], [-0.5, -0.4, -0.2], [0.1, 0.1, 0.5], [0.3, 0.6, -1.2], [0.3, -0.6, -0.1], [-0.4, -0.1, -0.2], [-0.3, 0.6, -0.4], [-0.4, -0.3, 0.3], [0.6, 0.0, 0.2], [0.0, 0.6, -0.5], [0.3, 0.0, -0.4], [0.5, -0.2, -0.3], [-0.3, -0.4, -0.1], [-0.2, 0.8, -0.2]], "lowdin_charge": [-0.20, -0.02, 0.03, 1.20, 0.81, -0.23, -0.13, -0.65, -0.61, -0.04, -0.02, -0.09, -0.04, -0.04, -0.04, 0.09, 0.10, 0.10, 0.09, 0.11, 0.05, 0.05, 0.12, 0.05, 0.08, 0.11, 0.06, 0.09, 0.09, 0.11, 0.11, 0.08, 0.05, -0.12, 0.07, 0.11, 0.10, -0.13, 0.08, 0.11, 0.10, -0.02, -0.22, 0.04, -0.24, -0.03, -0.09, -0.18, 0.04, 0.09, -0.61, -0.01, -0.01, -0.12, 0.11, 0.11, 0.10, 0.15, 0.11, 0.11, 0.07, -0.06, 0.09, 0.07, 0.11, 0.09, 0.10, 0.11, 0.07, 0.06, 0.05, 0.13], "spin_multiplicity": 2, "s2": 0.95, "e_lumo_ev": [-9.4122, -9.4634], "total_charge": 2}

***

{"formula": "C5H8O", "method": "ωB97M-V/def2-TZVPD", "elements": ["C", "C", "C", "C", "O", "C", "H", "H", "H", "H", "H", "H", "H", "H"], "xyz": [[1.431786, 0.104575, -0.469402], [0.669574, 0.492439, 0.771445], [-0.751518, 0.923260, 0.480614], [-1.322352, -0.171877, -0.463371], [-0.579108, -1.361791, -0.259214], [0.702936, -1.022591, 0.110907], [0.998386, 0.395272, -1.420919], [2.514154, 0.128561, -0.446879], [0.790954, -0.251311, 1.590199], [-0.814158, 1.905315, -0.014948], [-1.326168, 1.007277, 1.406698], [-1.220866, 0.129145, -1.512777], [-2.367788, -0.404091, -0.261026], [1.274166, -1.874180, 0.488679]], "atomic_forces_ev_per_a": [[0.2, -0.3, -0.4], [-0.4, -1.5, 0.3], [-0.1, -0.2, 0.1], [-0.3, 0.1, -0.2], [-0.2, -0.1, -0.3], [0.1, -0.2, -0.9], [0.1, 0.6, 0.2], [0.0, -0.1, -0.1], [0.7, 1.9, 1.0], [0.2, -0.3, 0.2], [0.0, -0.1, -0.1], [-0.1, 0.1, 0.1], [0.0, 0.0, -0.1], [-0.4, 0.4, 0.4]], "lowdin_charge": [-0.10, -0.16, -0.15, -0.19, -0.08, -0.29, 0.12, 0.10, 0.13, 0.12, 0.10, 0.11, 0.12, 0.16], "e_lumo_ev": 1.1094, "smiles": "C1C[C@@H]2C[C@@H]2O1"}

***

{"formula": "C30H44CrIN2O9P2", "method": "ωB97M-V/def2-TZVPD", "elements": ["Cr", "O", "C", "C", "O", "O", "C", "C", "C", "C", "C", "C", "C", "C", "C", "C", "C", "C", "H", "H", "H", "H", "H", "H", "H", "H", "H", "H", "H", "C", "C", "C", "O", "P", "O", "C", "P", "O", "O", "C", "C", "C", "O", "C", "C", "C", "O", "C", "C", "C", "H", "H", "H", "H", "H", "H", "H", "H", "H", "H", "H", "H", "H", "H", "H", "H", "H", "H", "H", "H", "H", "H", "H", "H", "H", "H", "H", "H", "H", "H", "I", "C", "C", "N", "N", "C", "H", "H", "H"], "xyz": [[0.308700, -0.001400, 0.227800], [2.295900, 0.142800, 0.813600], [2.739100, 1.498300, 0.571300], [1.530200, 2.435900, 0.980100], [1.725500, 3.567600, 1.333200], [0.413500, 1.835300, 0.837000], [2.801400, 1.746500, -0.919800], [1.952100, 1.053500, -1.778100], [2.048500, 1.202400, -3.148400], [2.971900, 2.096400, -3.676100], [3.743800, 2.872600, -2.826800], [3.655500, 2.711600, -1.455300], [3.999400, 1.763900, 1.356700], [5.244600, 1.509100, 0.784300], [6.401200, 1.734700, 1.508200], [6.323600, 2.225200, 2.801500], [5.087000, 2.440200, 3.388600], [3.925900, 2.194100, 2.679200], [2.516000, -0.073800, 1.737800], [1.166900, 0.354300, -1.372300], [1.406700, 0.631900, -3.800300], [3.068100, 2.196400, -4.745300], [4.426500, 3.605700, -3.227500], [4.244500, 3.321500, -0.788500], [5.309600, 1.128300, -0.222800], [7.361200, 1.534000, 1.055800], [7.228500, 2.432000, 3.349300], [5.025200, 2.811700, 4.398100], [2.967300, 2.366100, 3.145500], [-2.484600, 3.050400, -1.351500], [-3.666700, 2.885800, -0.414200], [-4.993400, 3.279300, -1.039800], [-3.812600, 1.493500, -0.026800], [-2.747500, 0.615200, 0.699800], [-1.670700, 0.102300, -0.214100], [-2.100400, 1.544600, 2.134300], [-0.906800, 0.450200, 2.956000], [-0.229400, -0.532700, 2.046600], [0.261000, 1.211300, 3.669900], [0.222800, 2.263700, 4.682100], [0.065300, 3.629600, 4.036800], [-0.839100, 2.000800, 5.732800], [-1.834400, -0.317600, 3.959100], [-1.437900, -1.582400, 4.570100], [-2.314400, -1.777000, 5.798100], [-1.598500, -2.716600, 3.569000], [-3.552700, -0.613800, 1.219200], [-4.918800, -0.463700, 1.738500], [-5.872200, -1.035800, 0.705800], [-5.014200, -1.161200, 3.083300], [-2.384600, 4.097800, -1.625300], [-2.643700, 2.459700, -2.252300], [-1.562800, 2.728200, -0.862100], [-3.496400, 3.468900, 0.499900], [-5.177700, 2.695400, -1.937000], [-4.972900, 4.332400, -1.297900], [-5.810300, 3.111200, -0.343900], [-2.915700, 1.762600, 2.822700], [-1.628900, 2.467300, 1.805100], [1.213700, 2.184700, 5.144300], [-0.953300, 3.784900, 3.693300], [0.749000, 3.756400, 3.201900], [0.298900, 4.396300, 4.768900], [-1.827300, 1.968900, 5.279500], [-0.824500, 2.797400, 6.472200], [-0.657400, 1.055900, 6.239300], [-0.388500, -1.489100, 4.868800], [-3.335000, -2.021500, 5.513900], [-2.335200, -0.878500, 6.410900], [-1.910800, -2.595700, 6.388200], [-2.599400, -2.690900, 3.145800], [-1.454200, -3.667100, 4.073600], [-0.874700, -2.634300, 2.763200], [-5.109200, 0.606200, 1.862700], [-5.644600, -2.083700, 0.529100], [-5.780500, -0.491200, -0.231400], [-6.891700, -0.951100, 1.071100], [-4.791600, -2.221900, 2.984200], [-6.029900, -1.056800, 3.455800], [-4.329500, -0.713500, 3.798800], [1.727200, -5.792900, -1.170800], [0.688600, -4.016000, -0.873700], [-0.669600, -3.788100, -1.042400], [-0.888500, -2.504800, -0.728700], [0.241300, -1.886200, -0.370800], [1.210300, -2.789300, -0.453900], [-1.436600, -4.461000, -1.367800], [-1.762300, -1.988100, -0.727200], [2.225700, -2.539000, -0.217900]], "atomic_forces_ev_per_a": [[0.0, 1.1, 2.0], [-0.6, -0.9, -0.4], [-0.2, 1.7, 0.3], [3.0, 0.4, 0.3], [-0.5, -0.1, -0.3], [-2.4, -1.7, -0.9], [0.2, -0.3, -0.1], [0.0, 0.0, 0.5], [-0.3, -0.1, -0.1], [-0.1, -0.1, 0.1], [-0.1, 0.0, 0.0], [-0.3, -0.3, 0.1], [0.0, -0.2, -0.2], [-0.1, -0.1, 0.2], [0.0, 0.0, -0.1], [0.0, 0.0, 0.0], [0.1, 0.0, 0.1], [0.0, 0.0, -0.2], [-0.1, 0.0, -0.2], [0.7, 0.2, -1.0], [-0.1, 0.0, -0.1], [0.0, 0.0, -0.1], [0.0, 0.1, -0.1], [0.1, 0.0, 0.0], [0.0, 0.0, -0.1], [0.1, 0.0, 0.0], [0.1, 0.0, 0.1], [0.0, 0.0, 0.2], [-0.1, 0.1, 0.0], [-0.2, -0.2, 0.2], [-0.1, 0.9, -0.4], [0.3, -0.1, 0.3], [0.4, -0.6, 0.4], [-1.2, 0.4, 0.1], [1.2, 0.1, -0.2], [0.2, -0.7, -0.4], [-0.2, 0.5, 1.6], [0.3, -0.1, -1.3], [-0.6, -0.4, -0.4], [0.1, 0.8, 0.7], [0.3, -0.4, -0.1], [0.2, -0.2, -0.2], [0.1, 0.7, -0.5], [0.0, -0.8, 0.5], [0.2, 0.2, -0.2], [0.1, 0.2, 0.0], [0.4, 0.1, 0.0], [-0.8, -0.2, 0.3], [0.4, 0.2, 0.1], [0.2, 0.2, -0.3], [0.0, 0.0, 0.0], [0.1, 0.0, -0.1], [0.1, 0.1, -0.1], [-0.1, -0.1, 0.0], [0.0, 0.0, -0.1], [0.0, 0.1, -0.1], [-0.1, 0.0, 0.1], [-0.1, -0.1, 0.0], [0.1, 0.0, 0.0], [-0.2, 0.0, -0.2], [-0.2, 0.1, 0.0], [-0.1, 0.0, 0.0], [-0.1, 0.1, 0.2], [-0.2, 0.1, 0.0], [0.0, 0.1, 0.0], [0.0, -0.1, 0.1], [-0.1, 0.1, 0.0], [-0.1, 0.0, 0.0], [0.1, 0.0, 0.1], [0.0, -0.1, 0.1], [-0.1, -0.1, 0.0], [0.0, -0.1, 0.1], [0.0, -0.1, 0.0], [0.0, -0.1, 0.0], [0.0, -0.1, 0.0], [-0.1, 0.0, -0.1], [-0.1, 0.0, 0.0], [0.0, -0.1, 0.0], [-0.1, 0.0, 0.1], [0.0, 0.0, 0.1], [-0.2, 0.4, 0.1], [0.4, -0.1, 0.1], [0.6, 0.3, 0.2], [-0.9, -0.4, -0.1], [-0.1, 0.5, -0.2], [0.3, -0.9, -0.3], [-0.3, 0.0, -0.1], [0.2, 0.0, 0.0], [0.2, 0.1, 0.0]], "lowdin_charge": [0.96, -0.03, -0.28, -0.54, 0.15, -0.11, -0.14, -0.03, -0.04, -0.04, -0.03, 0.00, -0.15, -0.02, -0.04, -0.05, -0.05, -0.01, 0.16, 0.07, 0.12, 0.12, 0.12, 0.14, 0.12, 0.12, 0.12, 0.11, 0.11, -0.02, -0.41, -0.02, -0.16, 0.53, -0.31, -0.16, 0.54, -0.30, -0.15, -0.39, -0.02, -0.03, -0.19, -0.40, -0.02, -0.02, -0.15, -0.41, -0.02, -0.02, 0.10, 0.10, 0.06, 0.14, 0.10, 0.10, 0.09, 0.11, 0.08, 0.15, 0.08, 0.06, 0.10, 0.08, 0.10, 0.09, 0.15, 0.08, 0.08, 0.10, 0.07, 0.10, 0.06, 0.14, 0.09, 0.08, 0.10, 0.09, 0.10, 0.06, 0.96, -0.72, -0.07, 0.04, -0.10, -0.13, 0.14, 0.16, 0.13], "spin_multiplicity": 2, "s2": 0.78, "e_lumo_ev": [-7.7628, -7.1467], "total_charge": 2}

***

{"formula": "C2F2NO3", "method": "ωB97M-V/def2-TZVPD", "elements": ["C", "C", "N", "O", "O", "O", "F", "F"], "xyz": [[-0.579139, 0.019051, 1.170574], [0.393432, -0.287903, -0.968894], [0.260313, 1.655815, -0.271944], [-0.140091, -0.876354, 0.144921], [-1.030889, -0.460240, 2.174888], [-0.207742, 1.209940, 0.967309], [1.652193, -0.698399, -1.148347], [-0.348077, -0.561910, -2.068508]], "atomic_forces_ev_per_a": [[1.4, -1.8, -0.3], [-1.1, 4.7, 2.9], [0.8, -3.3, -3.0], [-0.4, 0.2, -0.4], [-0.7, -0.1, 0.3], [-0.7, 1.0, 1.0], [0.1, -0.4, -0.6], [0.5, -0.2, 0.1]], "lowdin_charge": [-0.63, -0.51, -0.01, 0.08, 0.07, -0.14, 0.08, 0.06], "e_lumo_ev": 4.1933, "total_charge": -1}

***

{"formula": "H3NOP", "method": "ωB97M-V/def2-TZVPD", "elements": ["N", "O", "P", "H", "H", "H"], "xyz": [[-1.021527, -0.578618, 0.833617], [-2.262987, -0.615026, 0.960301], [-0.343985, 0.140059, -0.558530], [-0.143291, 1.401217, 1.479882], [-0.527333, -0.975123, -1.421587], [0.921098, -0.330628, -0.227386]], "atomic_forces_ev_per_a": [[-1.1, -0.6, 2.6], [0.6, 0.2, -0.7], [0.3, 1.7, -1.3], [-0.1, -0.7, -0.2], [-0.3, -0.7, -0.3], [0.6, 0.1, 0.1]], "lowdin_charge": [-0.58, -0.32, 0.42, -0.17, -0.19, -0.17], "e_lumo_ev": [4.6085, 5.1046], "total_charge": -1}